No. 1
The following is a DFT calculation (ωB97M-V/def2-TZVPD) of a 2-piece molecular cluster, H4NOPS2 overall at a distorted geometry.

gap between HOMO and LUMO: 8.929 eV
E_LUMO: -0.22 eV
multiplicity: 1
maximum force: 0.0770 Eh/bohr
ΔE to the lowest compared entry with this formula, charge and spin: 132.32 kJ/mol

The geometry in XYZ format:
```
9
Properties=species:S:1:pos:R:3:forces:R:3:mulliken_charge:R:1
N -1.026388 0.227433 1.068303 -3.166 2.227 0.829 -0.569
O 1.771053 0.378297 -0.856604 2.449 2.493 -0.107 -0.593
P -0.788762 -0.814650 -0.184873 0.204 -0.148 -0.788 0.643
S 0.109303 -2.465687 0.325113 -0.840 1.306 -0.540 -0.314
S -1.418927 0.047561 -1.828699 0.400 -1.165 1.291 -0.343
H -1.912413 0.854950 1.029840 2.192 -1.073 -1.123 0.286
H -1.097377 0.028170 2.052386 1.076 -1.229 0.206 0.278
H 1.902813 0.998985 -0.066708 -0.276 -1.307 -1.640 0.313
H 2.460698 0.744942 -1.538758 -2.040 -1.104 1.873 0.300
```
Positions in Å, forces in eV/Å.


No. 2
The following is a DFT calculation (ωB97M-V/def2-TZVPD) of a 2-piece molecular cluster, H4NS overall at a distorted geometry.

gap between HOMO and LUMO: 7.243 eV
E_LUMO: 4.68 eV
multiplicity: 1
maximum force: 0.0498 Eh/bohr
total charge: -1
ΔE to the lowest compared entry with this formula, charge and spin: 23.62 kJ/mol

The geometry in XYZ format:
```
6
Properties=species:S:1:pos:R:3:forces:R:3:mulliken_charge:R:1
N -1.028004 -0.847582 -0.052239 0.143 -0.721 -0.458 -0.680
H -0.455344 -0.104910 0.386133 -0.516 0.260 -0.868 0.245
H -1.412737 -0.626203 -1.025710 1.482 -0.387 2.055 0.193
H -0.383413 -1.671579 -0.011035 -1.073 0.929 -0.741 0.184
S 1.192501 1.969824 0.752009 0.567 -0.555 -0.524 -0.908
H 2.086997 1.280451 -0.049158 -0.604 0.474 0.536 -0.034
```
Positions in Å, forces in eV/Å.


No. 3
The following is a DFT calculation (ωB97M-V/def2-TZVPD) of a 2-piece molecular cluster, H4NS overall.

gap between HOMO and LUMO: 7.586 eV
E_LUMO: 4.94 eV
multiplicity: 1
maximum force: 0.0141 Eh/bohr
total charge: -1
ΔE to the lowest compared entry with this formula, charge and spin: 6.03 kJ/mol

The geometry in XYZ format:
```
6
Properties=species:S:1:pos:R:3:forces:R:3:mulliken_charge:R:1
N -0.540417 0.469173 -1.964949 0.623 0.161 0.333 -0.746
H -1.118198 -0.326834 -1.725684 -0.396 -0.005 -0.127 0.253
H 0.093540 0.428031 -1.141253 -0.202 0.094 -0.414 0.216
H -1.091634 1.304746 -1.779139 -0.135 -0.217 -0.025 0.211
S 0.297134 -0.322647 1.143467 -0.356 -0.210 0.183 -0.879
H 1.513247 0.201257 1.193676 0.466 0.176 0.050 -0.055
```
Positions in Å, forces in eV/Å.


No. 4
The following is a DFT calculation (ωB97M-V/def2-TZVPD) of a 2-piece molecular cluster, H4O2 overall at a distorted geometry.

gap between HOMO and LUMO: 12.335 eV
E_LUMO: 0.85 eV
multiplicity: 1
maximum force: 0.0426 Eh/bohr
ΔE to the lowest compared entry with this formula, charge and spin: 14.97 kJ/mol
SMILES string: O.O

The geometry in XYZ format:
```
6
Properties=species:S:1:pos:R:3:forces:R:3:mulliken_charge:R:1
O 0.379701 0.821644 -1.249348 0.904 0.572 0.549 -0.695
H 1.261503 1.130456 -0.939860 -0.928 -0.204 -0.328 0.340
H 0.476028 -0.128940 -1.257597 0.054 -0.495 -0.244 0.332
O -0.524504 -0.997200 1.128226 -1.283 1.308 1.201 -0.633
H -1.119336 -0.567364 1.813251 1.047 -1.117 -0.967 0.334
H -0.473394 -0.258597 0.505328 0.206 -0.063 -0.210 0.322
```
Positions in Å, forces in eV/Å.


No. 5
The following is a DFT calculation (ωB97M-V/def2-TZVPD) of a 2-piece molecular cluster, H4O2 overall at a distorted geometry.

gap between HOMO and LUMO: 12.268 eV
E_LUMO: 0.55 eV
multiplicity: 1
maximum force: 0.0224 Eh/bohr
ΔE to the lowest compared entry with this formula, charge and spin: 28.00 kJ/mol
SMILES string: O.O

The geometry in XYZ format:
```
6
Properties=species:S:1:pos:R:3:forces:R:3:mulliken_charge:R:1
O 2.032158 -0.342796 -0.051254 0.358 -1.049 -0.281 -0.620
H 1.356869 0.301708 -0.185495 -0.533 0.769 -0.005 0.303
H 2.676092 0.035709 0.539186 0.212 0.301 0.293 0.319
O -2.123715 -0.372844 0.046288 -0.685 0.923 0.065 -0.624
H -1.317446 -0.086919 -0.371574 0.702 -0.261 -0.271 0.299
H -2.623956 0.465142 0.022851 -0.054 -0.682 0.200 0.323
```
Positions in Å, forces in eV/Å.


No. 6
The following is a DFT calculation (ωB97M-V/def2-TZVPD) of a 2-piece molecular cluster, H4O2 overall.

gap between HOMO and LUMO: 12.168 eV
E_LUMO: 0.82 eV
multiplicity: 1
maximum force: 0.0065 Eh/bohr
ΔE to the lowest compared entry with this formula, charge and spin: 14.73 kJ/mol
SMILES string: O.O

The geometry in XYZ format:
```
6
Properties=species:S:1:pos:R:3:forces:R:3:mulliken_charge:R:1
O -2.044477 -0.681292 1.232393 -0.142 0.087 0.183 -0.644
H -1.301132 -0.381341 0.709228 0.273 0.139 -0.131 0.322
H -2.292558 -1.518027 0.839244 -0.083 -0.207 -0.065 0.315
O 1.630911 0.618844 -0.746519 -0.189 -0.160 0.106 -0.629
H 1.724186 0.767485 -1.687492 -0.009 0.009 -0.254 0.318
H 2.283070 1.194333 -0.346853 0.151 0.133 0.162 0.317
```
Positions in Å, forces in eV/Å.


> What is the formula in the fourth record?

H4O2


> What is the multiplicity in the fourth record?

1